(1)
Below is a cluster of 14 separate species, C37H100BBrO17P in total, with properties calculated with ωB97M-V/def2-TZVPD.

The HOMO energy comes out at -4.56 eV. Its total charge is -1. The value obtained for the HOMO-LUMO gap is 6.2 eV. Its LUMO energy is 1.6 eV. Its strongest force on any atom is 1.1 eV/Å. For the electronic energy, the calculation gives -154805.305 eV.

Positions of all 157 atoms, in Å:
C1 -5.69713 5.82338 1.96384
C2 -6.30691 5.06727 0.77384
P1 -5.50082 5.27542 -0.90416
C3 -5.42890 3.53507 -1.57255
C4 -6.13898 2.42811 -0.78528
C5 -3.67265 5.55673 -0.58868
Br1 -3.53625 7.62093 -0.30653
C6 -2.89939 4.87722 0.57754
O1 -1.63558 4.61863 0.06368
B1 -1.93444 4.16658 -1.31742
C7 -0.64152 4.24081 -2.25958
C8 0.51432 3.35144 -1.78613
C9 0.20737 1.82780 -1.82447
C10 0.29708 1.08707 -0.50828
O2 -0.34932 1.81681 0.56777
C11 -0.63469 1.09117 1.62943
O3 -1.30657 1.45652 2.54393
O4 -3.00846 5.23180 -1.70196
H1 -4.76687 5.35976 2.29111
H2 -5.48658 6.86831 1.72273
H3 -6.39045 5.80014 2.81607
H4 -7.32918 5.44137 0.62568
H5 -6.40511 4.01324 1.04303
H6 -4.37517 3.27412 -1.72241
H7 -5.89061 3.60868 -2.56520
H8 -5.59654 2.17387 0.13258
H9 -6.19320 1.51484 -1.39105
H10 -7.17263 2.68923 -0.53221
H11 -3.43860 3.93390 0.81402
H12 -2.83972 5.49998 1.47349
H13 -2.50329 3.06370 -1.28625
H14 -0.31152 5.29389 -2.21138
H15 -0.84626 4.01460 -3.31603
H16 0.82583 3.65598 -0.77683
H17 1.39233 3.51524 -2.42899
H18 0.97120 1.34478 -2.45510
H19 -0.75244 1.63625 -2.31249
H20 1.34576 0.91676 -0.22235
H21 -0.18328 0.10356 -0.58529
H22 -0.15087 0.09237 1.61469
C12 -4.29207 2.25580 -5.16595
C13 -2.80480 2.50586 -5.34416
O5 -2.03834 1.97284 -4.28748
H23 -4.63028 2.68155 -4.21998
H24 -4.86447 2.70710 -5.97964
H25 -4.50511 1.18302 -5.15320
H26 -2.60185 3.57806 -5.34268
H27 -2.46874 2.10314 -6.31102
H28 -2.17079 1.01499 -4.22442
C14 -9.47964 -1.70751 0.61077
C15 -8.52012 -0.53374 0.52767
O6 -8.36486 -0.04572 -0.79703
H29 -9.14361 -2.51871 -0.03666
H30 -9.55262 -2.08191 1.63311
H31 -10.48102 -1.41047 0.28858
H32 -7.52004 -0.83279 0.84251
H33 -8.84820 0.27074 1.19527
H34 -9.22257 0.25841 -1.11226
C16 -0.70781 -2.57032 -4.37522
C17 -0.86959 -1.73754 -3.11700
O7 -2.05512 -0.94923 -3.16899
H35 -0.66555 -1.92395 -5.25334
H36 0.20532 -3.16740 -4.33697
H37 -1.55580 -3.25006 -4.49528
H38 -0.03484 -1.04698 -3.00017
H39 -0.90222 -2.37702 -2.23090
H40 -2.79587 -1.56671 -3.22788
C18 0.51021 6.96613 0.58377
C19 1.83823 7.63873 0.30960
O8 2.31392 7.40481 -1.01539
H41 0.55697 5.89111 0.41768
H42 0.19061 7.14142 1.61348
H43 -0.27149 7.35375 -0.07339
H44 2.62334 7.25184 0.96189
H45 1.76068 8.71895 0.49270
H46 1.62161 7.68410 -1.62485
C20 0.24037 -4.51135 1.50176
C21 0.95504 -3.21384 1.18162
O9 0.21674 -2.37090 0.30493
H47 0.02256 -5.06023 0.58347
H48 0.85560 -5.13500 2.15090
H49 -0.70715 -4.31538 2.01129
H50 1.89459 -3.41339 0.66469
H51 1.19033 -2.67746 2.10855
H52 -0.61929 -2.15278 0.73304
C22 4.54234 0.25452 0.29637
C23 4.09166 -0.36414 -1.00995
O10 3.93171 0.63030 -2.02112
H53 3.82842 1.02369 0.58824
H54 4.61925 -0.48852 1.09315
H55 5.51250 0.74438 0.18963
H56 3.10382 -0.81209 -0.89155
H57 4.77809 -1.14545 -1.35780
H58 4.78324 1.06819 -2.13029
C24 -4.35862 -5.43677 -0.52851
C25 -3.16788 -4.73204 -1.14915
O11 -3.47494 -3.41243 -1.57595
H59 -5.18999 -5.47314 -1.23358
H60 -4.09763 -6.45634 -0.24067
H61 -4.69683 -4.90993 0.36687
H62 -2.83731 -5.25512 -2.04664
H63 -2.32806 -4.71573 -0.44555
H64 -3.74934 -2.89131 -0.81304
C26 3.19473 5.35331 1.37625
C27 4.15591 4.22799 1.70418
O12 4.57715 3.53276 0.52858
H65 2.32743 4.97199 0.83555
H66 2.85426 5.84871 2.28651
H67 3.68068 6.10310 0.74567
H68 3.66026 3.47553 2.31906
H69 5.01848 4.60548 2.25870
H70 5.01500 4.17114 -0.04451
C28 3.52585 -0.06297 -5.66915
C29 4.96682 -0.52446 -5.72140
O13 5.85299 0.40783 -5.10840
H71 3.40570 0.90105 -6.16416
H72 2.87181 -0.78961 -6.15513
H73 3.20284 0.04811 -4.63159
H74 5.31553 -0.62920 -6.74920
H75 5.06319 -1.50337 -5.23654
H76 5.54320 0.52075 -4.20262
C30 3.89048 8.39904 4.55483
C31 4.88013 7.29453 4.87149
O14 5.37316 6.65500 3.70006
H77 3.05276 8.00699 3.97776
H78 3.50326 8.84865 5.47043
H79 4.36557 9.18769 3.96614
H80 4.40053 6.50411 5.44855
H81 5.71071 7.68647 5.46976
H82 5.81321 7.31774 3.15690
C32 5.12868 -6.68005 3.27410
C33 3.76464 -6.44503 2.66000
O15 2.92403 -5.63288 3.48166
H83 5.02467 -7.12622 4.26646
H84 5.71178 -7.35454 2.64914
H85 5.68100 -5.74417 3.39075
H86 3.23139 -7.38718 2.54662
H87 3.86722 -6.00529 1.66239
H88 3.35185 -4.77758 3.59921
C34 2.90613 -10.39853 0.64255
C35 4.37812 -10.50992 0.99210
O16 4.78383 -9.52423 1.93095
H89 2.68722 -9.40781 0.24193
H90 2.62524 -11.14525 -0.10207
H91 2.28813 -10.54555 1.53055
H92 4.99841 -10.34469 0.11115
H93 4.60308 -11.51306 1.37277
H94 4.26353 -9.61472 2.73910
C36 2.79847 -9.77708 6.54139
C37 3.33264 -9.89525 5.12850
O17 2.47920 -9.27769 4.16629
H95 1.80492 -10.22090 6.60875
H96 3.45736 -10.28226 7.24873
H97 2.72353 -8.72862 6.83796
H98 3.39896 -10.94180 4.82848
H99 4.33939 -9.46439 5.06666
H100 2.40226 -8.34100 4.38944


(2)
Below is a structure of composition C37H100BeN9O12, with properties calculated with ωB97M-V/def2-TZVPD.

The HOMO energy (alpha / beta) comes out at -12.61 / -12.60 eV. Its total charge is +2. The value obtained for the HOMO-LUMO gap (alpha / beta) is 5.5 / 3.2 eV. Its LUMO energy (alpha / beta) is -7.1 / -9.4 eV. Its strongest force on any atom is 4.3 eV/Å. Its spin multiplicity is 2. For the electronic energy, the calculation gives -78347.442 eV. As for the expectation value of S²: 0.755.

Positions of all 159 atoms, in Å:
Be1 -1.51056 3.11839 -1.78711
O1 -0.16665 -0.64567 -0.09965
C1 -0.49143 0.57123 -0.49488
O2 0.20027 1.05609 -1.36643
O3 -1.47653 1.20461 -0.08159
H1 0.40695 -0.88635 -0.83084
C2 1.38314 -3.74013 -3.09197
C3 1.58214 -2.23818 -3.40059
C4 0.37692 -1.69073 -4.20490
O4 0.34988 -2.33670 -5.54014
C5 -0.74399 -2.05851 -6.31391
N1 1.74541 -1.51469 -2.17528
H2 0.68248 -3.91500 -2.27551
H3 2.29886 -4.31945 -2.97388
H4 0.96645 -4.16221 -4.00648
H5 2.54187 -2.17237 -3.91311
H6 0.53999 -0.62701 -4.37815
H7 -0.55047 -1.83854 -3.65155
H8 -0.70897 -2.39923 -7.34869
H9 -0.91430 -0.98279 -6.35790
H10 -1.62139 -2.59221 -5.94861
H11 1.77396 -0.56135 -2.50761
H12 2.61490 -1.75829 -1.72281
C6 2.97173 -2.82545 3.31422
C7 1.65714 -3.36552 2.76092
C8 0.53259 -3.57476 3.83291
O5 0.49922 -4.79915 4.46275
C9 -0.04922 -5.78920 3.63374
N2 1.13996 -2.60552 1.69437
H13 3.65168 -2.60442 2.49147
H14 3.49222 -3.60975 3.86383
H15 2.84287 -1.90982 3.89139
H16 1.95234 -4.27202 2.23252
H17 -0.48152 -3.44872 3.45371
H18 0.67207 -2.78868 4.57503
H19 -0.12241 -6.71478 4.20474
H20 0.58051 -6.05604 2.78502
H21 -1.03954 -5.56995 3.23461
H22 1.12461 -1.60459 1.82858
H23 1.52872 -2.87522 0.80205
C10 7.18503 1.75864 1.98896
C11 6.03751 0.67683 2.07303
C12 4.64478 1.30517 2.43061
O6 3.87615 1.82774 1.39432
C13 2.67000 1.06511 1.26974
N3 5.90907 0.06678 0.73228
H24 8.04994 1.33946 1.47481
H25 7.55702 1.98982 2.98710
H26 6.77398 2.68154 1.57984
H27 6.35339 -0.13499 2.72820
H28 4.78878 2.13118 3.12708
H29 4.21233 0.51723 3.04725
H30 2.94160 0.11798 0.80359
H31 2.00893 1.65388 0.63379
H32 2.02549 0.92613 2.13772
H33 5.05337 -0.46652 0.67332
H34 5.55332 0.87899 0.24870
C14 -0.64987 -0.93969 7.56004
C15 -1.60094 -0.34826 6.40799
C16 -0.83439 0.32434 5.28970
O7 -1.55522 0.91758 4.20705
C17 -0.76431 1.36867 3.07272
N4 -2.59535 -1.26648 5.85854
H35 -0.16402 -1.87915 7.29650
H36 -1.02637 -1.17994 8.55433
H37 0.23115 -0.30476 7.65377
H38 -2.20837 0.34227 6.99304
H39 -0.09152 -0.33607 4.84239
H40 -0.11357 1.01310 5.73030
H41 -1.41135 1.86763 2.35129
H42 -0.03705 0.69455 2.62022
H43 -0.21547 2.28928 3.27114
H44 -2.13556 -2.07278 5.46033
H45 -3.00121 -0.72549 5.10841
C18 -2.78730 -2.28125 2.40831
C19 -3.96687 -1.47390 1.76624
C20 -4.57986 -0.32527 2.58764
O8 -5.04160 -0.60011 3.92333
C21 -6.11834 -1.56314 3.93698
N5 -3.71757 -1.03895 0.46038
H46 -2.33466 -2.96994 1.69491
H47 -3.21616 -3.01933 3.08611
H48 -1.98253 -1.69534 2.85234
H49 -4.79242 -2.16295 1.58798
H50 -5.36217 0.09521 1.95573
H51 -3.83049 0.45435 2.72452
H52 -6.92467 -1.32130 3.24456
H53 -6.55609 -1.65811 4.93069
H54 -5.71173 -2.53255 3.64886
H55 -3.20996 -1.76480 -0.02499
H56 -3.02602 -0.30301 0.47614
C22 -0.62539 3.83742 -6.53322
C23 -1.27027 3.42820 -5.23520
C24 -1.71464 1.99139 -5.13628
O9 -2.11189 1.74483 -3.83946
C25 -2.62591 0.42962 -3.63769
N6 -0.35288 3.82090 -4.11107
H57 -0.08664 2.95863 -6.88757
H58 0.05531 4.68579 -6.46231
H59 -1.39781 4.27278 -7.16720
H60 -2.11089 4.09631 -5.04790
H61 -0.82310 1.37623 -5.25806
H62 -2.46985 1.64793 -5.84325
H63 -2.53079 0.21519 -2.57323
H64 -1.97786 -0.28558 -4.14428
H65 -3.65498 0.30937 -3.97625
H66 -0.14566 4.79076 -4.30222
H67 0.59004 3.46632 -4.18373
C26 3.82702 1.30063 -3.91544
C27 3.12679 2.47356 -3.17831
C28 4.01428 3.53622 -2.47914
O10 3.12811 4.55657 -2.09315
C29 3.84347 5.71050 -1.50223
N7 2.29512 3.15775 -4.16963
H68 4.57331 1.51135 -4.68145
H69 3.20213 0.58799 -4.45371
H70 4.37602 0.58602 -3.30222
H71 2.53027 1.98373 -2.40869
H72 4.67691 3.96965 -3.22826
H73 4.63042 3.07928 -1.70475
H74 4.20397 6.35576 -2.30335
H75 4.62966 5.37385 -0.82646
H76 3.16855 6.34730 -0.93034
H77 2.22896 4.07029 -3.74188
H78 2.91919 3.40940 -4.92283
C30 -2.77930 -4.21196 -2.79864
C31 -2.73260 -3.70912 -1.38540
C32 -2.83659 -4.91698 -0.39879
O11 -4.00929 -5.83336 -0.62875
C33 -5.27756 -5.17865 -0.66822
N8 -1.47868 -2.92817 -1.25552
H79 -3.48344 -5.02908 -2.95553
H80 -1.82603 -4.67100 -3.06067
H81 -2.96901 -3.35962 -3.45104
H82 -3.60789 -3.06323 -1.31610
H83 -3.09033 -4.52012 0.58418
H84 -1.94972 -5.54413 -0.30806
H85 -5.62153 -4.95892 -1.67892
H86 -5.24528 -4.28512 -0.04480
H87 -6.02074 -5.82030 -0.19487
H88 -1.19944 -2.52695 -2.13934
H89 -1.35627 -2.17235 -0.59684
C34 1.70414 4.76738 1.21015
C35 0.42952 4.19784 0.56982
C36 -0.90773 4.75456 1.19828
O12 -1.96046 3.97118 0.70026
C37 -3.23510 4.26023 1.38512
N9 0.58712 4.24901 -0.83210
H90 1.67062 5.84560 1.05388
H91 2.63292 4.50783 0.70211
H92 1.92166 4.63077 2.26946
H93 0.45972 3.13374 0.80410
H94 -1.06808 5.78167 0.87054
H95 -0.81948 4.69913 2.28329
H96 -3.99014 3.47490 1.34936
H97 -3.70514 5.15411 0.97508
H98 -3.07977 4.47816 2.44174
H99 1.44692 3.74944 -1.00893
H100 0.73525 5.24084 -0.95223


(3)
Below is a cluster of 13 separate species, C37H100O15 in total, with properties calculated with ωB97M-V/def2-TZVPD.

The HOMO energy comes out at -9.59 eV. The value obtained for the HOMO-LUMO gap is 9.9 eV. Its LUMO energy is 0.3 eV. Its strongest force on any atom is 3.0 eV/Å. For the electronic energy, the calculation gives -70700.600 eV.

Positions of all 152 atoms, in Å:
C1 2.05481 -4.50426 1.25660
C2 1.41680 -3.92730 0.00883
O1 0.41157 -4.85649 -0.32474
O2 3.27847 -3.88811 1.56183
H1 2.17771 -5.54813 0.98974
H2 1.37256 -4.28631 2.07278
H3 2.17835 -3.90595 -0.75613
H4 1.05890 -2.87988 0.06274
H5 -0.40858 -4.43236 -0.58757
H6 3.64021 -4.28249 2.36506
C3 -3.55971 3.17930 3.42934
C4 -3.30206 3.71083 4.86335
O3 -2.08437 4.37972 5.10792
O4 -2.64973 2.16282 3.06202
H7 -3.44740 4.04474 2.79971
H8 -4.58819 2.86383 3.34527
H9 -3.47055 2.95852 5.55282
H10 -4.10464 4.45385 4.91932
H11 -1.40633 3.94236 4.62622
H12 -1.75966 2.57990 2.90081
C5 2.44938 2.38738 -3.29566
C6 1.36936 2.22060 -4.36706
C7 1.95888 2.54211 -5.75470
O5 0.90559 0.89659 -4.29407
H13 2.95448 3.36869 -3.25056
H14 3.27018 1.68463 -3.45316
H15 2.15547 2.09554 -2.29300
H16 0.50588 2.84326 -4.05569
H17 3.05266 2.24533 -5.71812
H18 1.97931 3.60153 -5.92793
H19 1.46322 1.95600 -6.52922
H20 0.02262 0.85383 -4.70601
C8 3.00201 -3.27605 -3.18624
C9 1.93989 -2.67251 -4.06963
C10 1.05949 -3.71652 -4.73847
O6 1.04413 -1.82756 -3.27123
H21 2.56593 -4.15904 -2.65330
H22 3.38034 -2.55839 -2.46283
H23 3.79368 -3.70778 -3.77182
H24 2.48294 -2.09257 -4.80222
H25 0.21131 -3.32346 -5.32841
H26 0.61628 -4.18123 -3.85689
H27 1.63468 -4.52013 -5.32275
H28 1.22928 -0.87714 -3.46245
C11 -0.06850 -0.30864 4.47368
C12 -0.17763 -1.81993 4.27817
C13 1.25146 -2.40103 4.38244
O7 -0.97358 -2.39875 5.24609
H29 0.82139 0.05471 4.02163
H30 0.04082 -0.22294 5.57983
H31 -0.93083 0.22245 4.14573
H32 -0.61884 -2.11476 3.31599
H33 1.29136 -3.54882 4.45070
H34 1.71452 -2.07903 5.30250
H35 1.89809 -2.08359 3.56909
H36 -1.39031 -1.73973 5.79314
C14 -2.87691 -3.21725 -3.65227
C15 -2.49962 -2.69101 -2.21188
C16 -3.36143 -3.44530 -1.25862
O8 -1.17275 -3.06741 -1.87188
H37 -3.80840 -2.78889 -4.01361
H38 -2.89482 -4.29709 -3.75861
H39 -2.15068 -2.74362 -4.31726
H40 -2.66458 -1.59112 -2.15760
H41 -3.27472 -4.52744 -1.38606
H42 -4.43139 -3.24891 -1.44050
H43 -3.06102 -3.32355 -0.21338
H44 -0.57226 -2.59916 -2.48166
C17 2.42967 3.32273 2.38661
C18 1.06763 4.03412 2.23748
C19 0.93997 4.80717 0.92113
O9 -0.13050 3.21790 2.49990
H45 3.16556 4.13225 2.21370
H46 2.50770 2.47361 1.69619
H47 2.47642 2.91695 3.38845
H48 1.03880 4.81148 3.07818
H49 1.15221 5.83964 0.89194
H50 -0.05988 4.69854 0.55388
H51 1.66722 4.37449 0.20593
H52 -0.43060 2.86847 1.63683
C20 -2.92693 2.17992 -2.97513
C21 -3.48011 3.19823 -1.95888
C22 -4.91371 3.37021 -2.35290
O10 -3.35274 2.78885 -0.61223
H53 -2.78901 2.64641 -3.97930
H54 -3.61303 1.34559 -3.11453
H55 -1.98748 1.77427 -2.60982
H56 -2.90987 4.15892 -2.00863
H57 -5.45817 2.43294 -2.25883
H58 -5.10931 3.69383 -3.36561
H59 -5.43998 4.08099 -1.68597
H60 -3.77363 1.90325 -0.50787
C23 6.34739 3.61491 -2.16382
C24 5.72563 3.04581 -0.96013
C25 6.80458 2.65740 0.03835
O11 4.76294 3.97526 -0.42006
H61 7.01064 4.44615 -1.93571
H62 5.54613 4.06866 -2.80936
H63 6.98792 2.89851 -2.75888
H64 5.13665 2.15081 -1.23384
H65 6.41176 2.00663 0.77858
H66 7.07619 3.56800 0.57714
H67 7.65411 2.18249 -0.49820
H68 4.57723 3.73686 0.48963
C26 5.52762 -1.25053 -0.56881
C27 6.21649 -2.60588 -0.82757
C28 7.07927 -2.87287 0.38088
O12 5.29042 -3.73171 -0.86423
H69 6.37612 -0.50844 -0.50292
H70 4.96605 -1.33090 0.36239
H71 4.84323 -0.90436 -1.40595
H72 6.83996 -2.56789 -1.76944
H73 7.88919 -2.17351 0.39503
H74 7.45846 -3.87251 0.34938
H75 6.55511 -2.82208 1.35716
H76 4.78638 -3.66453 -0.04581
C29 -6.16918 0.69885 0.46446
C30 -5.39683 -0.40416 -0.22157
C31 -6.22655 -1.09969 -1.27938
O13 -4.16239 0.10194 -0.71433
H77 -6.23314 1.61275 -0.16422
H78 -5.78485 1.06935 1.40539
H79 -7.20019 0.41292 0.63236
H80 -5.09838 -1.16651 0.53236
H81 -6.84005 -1.81691 -0.80360
H82 -5.56716 -1.73809 -1.92735
H83 -6.88189 -0.48553 -1.84784
H84 -3.50346 -0.61617 -0.70075
C32 -4.43331 -0.54187 4.98585
C33 -4.30306 -1.87948 4.22082
C34 -3.59021 -1.74406 2.93241
O14 -3.71445 -2.87400 4.99265
H85 -3.42733 -0.11643 5.01369
H86 -4.81733 -0.62071 5.94249
H87 -5.01215 0.21483 4.42590
H88 -5.28490 -2.29245 3.94465
H89 -3.93279 -0.88044 2.35081
H90 -3.59552 -2.75888 2.37943
H91 -2.55735 -1.58949 3.22636
H92 -2.80960 -3.06581 4.68304
C35 1.08107 0.37675 -0.10247
C36 -0.45126 0.59298 -0.10889
C37 -1.08773 -0.17384 1.01324
O15 -0.66889 2.00372 -0.05395
H93 1.19405 -0.52292 -0.72236
H94 1.45417 0.22662 0.93575
H95 1.52123 1.23071 -0.59516
H96 -0.94196 0.25123 -1.03836
H97 -2.19378 -0.04166 1.03511
H98 -0.76343 0.01304 1.99636
H99 -0.94083 -1.25124 0.78880
H100 -1.54479 2.19069 -0.34621